Density functional theory data (ωB97M-V with the def2-TZVPD basis set) for 4 unconnected molecules or ions with the total composition C14H10Cl8F2 in a non-equilibrium geometry.

SMILES: ClC(Cl)(Cl)Cl.ClC(Cl)(Cl)Cl.Fc1ccccc1.Fc1ccccc1
Calculated total energy: -120292.69734 eV

Each line ends with the natural charge from an NBO analysis.
Cartesian coordinates (Å):
C: -1.24 -1.07 -3.75  -0.19
C: -2.09 3.88 1.38  -0.29
C: 1.09 0.29 1.85  -0.17
C: -1.50 6.13 0.82  -0.27
C: -2.55 6.63 1.58  -0.21
C: 1.42 -5.76 -1.14  -0.28
H: 4.66 -5.67 -0.22  0.22
Cl: 2.77 -0.08 1.33  0.05
C: 1.02 -4.49 -0.88  -0.20
C: -3.13 4.38 2.13  -0.19
H: -2.73 7.69 1.45  0.22
C: -3.37 5.77 2.23  -0.22
C: 3.31 -3.99 -0.14  -0.21
H: -0.90 6.78 0.21  0.22
Cl: -1.78 -2.82 -3.87  0.02
Cl: -2.77 -0.15 -3.81  0.05
H: -4.17 6.13 2.85  0.22
H: 1.73 -2.66 -0.03  0.21
H: 3.99 -3.33 0.38  0.22
H: -1.86 2.83 1.37  0.23
C: 3.69 -5.27 -0.46  -0.27
Cl: -0.16 -0.59 -5.10  0.06
H: -3.81 3.69 2.61  0.22
Cl: 0.81 2.13 1.74  0.04
F: 3.09 -7.40 -1.34  -0.31
C: 2.72 -6.19 -0.94  0.40
H: 0.71 -6.52 -1.45  0.22
C: 1.99 -3.66 -0.33  -0.22
Cl: 0.88 -0.26 3.59  0.04
F: -0.27 4.31 -0.19  -0.33
Cl: -0.02 -0.60 0.73  0.05
Cl: -0.39 -0.82 -2.20  0.06
H: 0.07 -4.03 -1.09  0.23
C: -1.25 4.74 0.67  0.40

Density functional theory data (ωB97M-V with the def2-TZVPD basis set) for 5 unconnected molecules or ions with the total composition C19H31N5OSi.

SMILES: N[SiH2]CCCO.c1cc[nH]c1.c1cc[nH]c1.c1cc[nH]c1.c1cc[nH]c1
Calculated total energy: -37580.59498 eV

Each line ends with the natural charge from an NBO analysis.
Cartesian coordinates (Å):
C: -0.04 1.14 -0.40  -0.07
H: 0.22 0.94 -1.44  0.15
C: 6.94 1.30 0.88  -0.09
H: 4.45 2.58 -1.09  -0.23
H: -0.18 3.22 0.10  0.23
C: -5.92 -9.03 -0.79  -0.31
O: -1.46 1.26 -0.27  -0.72
H: -6.04 -2.43 -0.55  0.22
C: 0.59 2.44 0.07  -0.42
C: 8.52 2.88 0.69  -0.08
H: -0.84 6.06 -0.18  0.21
C: 1.74 2.92 -0.83  -0.87
H: 8.16 -0.10 2.03  0.22
H: 1.37 3.01 -1.85  0.23
C: -1.21 6.06 0.83  -0.08
H: 2.06 3.91 -0.50  0.24
N: -3.18 -2.00 -2.03  -0.52
C: -5.04 -2.49 -0.93  -0.29
H: 0.95 2.33 1.09  0.20
H: 10.06 1.82 1.80  0.22
H: -3.99 -6.40 -1.37  0.21
N: -0.87 7.05 1.72  -0.51
H: -1.99 -3.68 -1.45  0.21
C: 9.06 1.85 1.41  -0.31
H: 0.31 0.30 0.21  0.16
H: -2.47 4.30 1.05  0.23
N: 3.44 0.76 0.51  -1.28
H: 3.07 0.85 -2.04  -0.20
C: -2.95 -3.18 -1.37  -0.08
C: -4.64 -9.52 -0.74  -0.08
H: -4.21 -4.38 -0.06  0.23
C: -5.82 -7.64 -1.07  -0.30
H: -2.78 -8.56 -0.98  0.41
Si: 3.23 1.77 -0.89  1.33
H: -1.85 0.50 -0.69  0.47
H: 6.59 3.10 -0.15  0.41
H: -4.28 -10.52 -0.55  0.21
C: 8.06 0.84 1.53  -0.30
H: -6.63 -6.94 -1.18  0.22
C: -4.49 -7.33 -1.16  -0.08
C: -1.48 6.81 2.92  -0.08
H: 8.93 3.82 0.38  0.21
H: -6.82 -9.60 -0.66  0.22
C: -2.04 5.18 1.48  -0.31
H: -0.28 7.83 1.51  0.41
H: 5.98 0.85 0.73  0.23
C: -2.21 5.66 2.81  -0.30
H: -4.84 -0.66 -2.19  0.21
H: -1.34 7.48 3.75  0.21
H: 2.97 -0.13 0.46  0.39
H: -2.80 5.21 3.59  0.22
N: 7.23 2.53 0.37  -0.51
C: -4.46 -1.57 -1.77  -0.08
N: -3.78 -8.49 -0.96  -0.51
H: -2.53 -1.53 -2.62  0.41
H: 3.26 1.19 1.41  0.39
C: -4.08 -3.51 -0.68  -0.31

Density functional theory data (ωB97M-V with the def2-TZVPD basis set) for a molecular structure, C37H41Cl3Ge3N2O4W.

Multiplicity: 2
Calculated total energy: -259140.54705 eV
Total charge: +1

Each line ends with the Löwdin charge.
Cartesian coordinates (Å):
C: -2.67 2.35 -0.50  0.00
C: -0.57 -1.19 -0.02  -0.21
N: -4.41 0.70 -0.19  0.19
H: -0.59 1.09 -1.21  0.02
C: 3.02 -0.92 -0.80  -0.16
C: 3.08 -1.58 3.66  -0.39
C: 3.85 3.98 2.34  -0.04
H: 2.53 -0.60 5.55  0.01
C: -3.77 -4.60 -0.74  -0.03
C: -0.54 3.26 1.80  -0.41
H: 1.56 -4.81 -5.39  0.12
H: 2.73 -2.59 0.54  0.03
H: 0.44 -0.57 -3.09  0.11
Cl: -0.05 -1.36 4.53  0.14
H: -2.90 2.36 -1.57  0.11
H: -5.29 -5.63 -1.85  0.12
C: 0.36 -3.88 -3.88  -0.01
H: -0.12 3.66 -1.67  0.06
Cl: 0.41 -2.85 1.80  0.25
C: -4.69 -0.49 0.41  -0.05
O: -6.31 -2.24 0.74  0.15
C: 2.64 4.33 0.30  -0.07
C: -2.67 -4.01 -3.24  -0.01
H: 5.13 5.58 2.95  0.11
C: 1.92 -2.69 -5.28  -0.04
H: 1.91 3.99 -0.43  0.07
H: -1.62 2.51 -0.37  0.00
H: -0.10 -4.81 -3.57  0.13
C: 1.61 -1.50 -4.63  -0.05
C: 0.05 -2.68 -3.22  -0.17
H: 2.98 6.19 -0.70  0.11
H: -5.54 -2.55 1.30  0.08
H: 2.50 -2.47 3.90  0.03
H: -5.08 1.19 -0.77  0.18
H: 3.28 0.14 -0.77  0.07
C: 2.35 2.15 1.52  -0.37
H: 0.19 2.52 -2.97  0.08
H: -4.20 -4.83 0.22  0.12
C: 4.44 5.22 2.20  -0.07
C: -0.47 4.66 1.19  -0.14
H: 3.70 -1.40 -1.50  0.08
C: -0.91 -2.66 -2.13  -0.06
C: 3.04 1.14 2.06  -0.31
H: 0.53 5.10 1.29  0.06
H: -3.21 3.18 -0.04  0.11
O: -2.12 -1.97 2.45  -0.29
C: -3.83 -4.75 -3.16  -0.04
C: 2.95 3.50 1.38  -0.24
C: -2.63 -3.84 -0.82  0.01
H: 4.60 6.99 0.99  0.11
H: 4.12 -1.30 5.54  0.08
Ge: 0.62 0.78 4.07  0.53
H: -0.16 3.32 2.83  0.03
C: 3.10 -1.57 0.57  -0.36
C: -3.55 -0.82 1.07  -0.14
H: 3.84 0.21 4.68  0.06
H: 4.08 1.27 2.35  0.08
C: 0.69 -1.50 -3.60  -0.01
H: 2.09 -0.58 -4.94  0.12
H: 1.53 3.15 -2.02  0.06
O: -6.80 -0.48 -0.54  0.13
H: -2.27 -3.74 -4.21  0.12
H: 4.14 -1.61 0.90  0.07
C: -0.73 -1.78 -1.09  -0.07
C: 1.30 -3.88 -4.90  -0.04
H: 1.13 0.88 -1.25  0.02
C: -3.14 1.07 0.09  -0.29
H: 4.02 -1.93 3.23  0.07
O: -4.11 -2.87 2.08  0.09
H: 2.64 -2.70 -6.08  0.12
C: 0.49 2.80 -1.96  -0.15
C: 3.40 -0.77 4.92  -0.20
Ge: 2.29 -0.64 2.11  0.63
Ge: 0.47 1.75 0.97  0.84
C: 4.14 6.02 1.10  -0.07
H: -0.72 4.67 0.13  0.05
Cl: -1.70 0.94 3.57  0.17
C: -2.06 -3.53 -2.07  -0.16
C: -3.28 -1.99 1.92  -0.56
C: -6.04 -1.09 0.17  -0.47
W: -0.59 -0.68 2.01  0.75
C: 3.23 5.57 0.15  -0.07
H: -1.57 2.95 1.91  0.00
H: 4.07 3.38 3.21  0.11
N: -2.58 0.15 0.88  0.03
H: -1.17 5.32 1.70  0.08
H: 2.01 -1.02 -1.21  0.02
H: -2.13 -3.50 0.08  0.10
H: -4.32 -5.10 -4.06  0.12
C: -4.38 -5.05 -1.91  -0.02
C: 0.36 1.60 -1.01  -0.38

Density functional theory data (ωB97M-V with the def2-TZVPD basis set) for 3 unconnected molecules or ions with the total composition C19H41FN2O7PS in a non-equilibrium geometry.

Calculated total energy: -60509.26006 eV
Total charge: +1

Each line ends with the Löwdin charge.
Cartesian coordinates (Å):
H: -4.87 3.39 -5.38  0.14
H: 2.33 -0.98 -0.73  0.13
P: -4.02 2.62 -3.18  1.09
H: 3.52 -6.22 2.15  0.09
H: 2.27 1.71 2.24  0.13
H: 2.38 -4.89 1.90  0.08
S: -4.10 0.97 -7.65  0.94
H: -1.19 -2.24 2.08  0.09
H: 3.51 -5.36 0.59  0.09
O: -0.31 -0.41 2.21  -0.20
H: 5.56 -2.29 3.40  0.12
C: -0.47 -1.72 2.72  -0.11
O: 4.37 -4.38 2.21  -0.19
C: -5.59 3.14 -2.37  -0.37
C: -6.55 4.06 -3.20  -0.11
H: 7.55 -3.99 6.36  0.09
H: 4.64 -4.45 6.52  0.13
O: -0.33 1.04 -0.73  -0.20
C: 4.52 -2.13 3.10  -0.17
C: -3.55 1.94 -6.60  -0.75
C: 1.56 -0.40 -0.20  -0.19
H: -1.30 2.82 -0.63  0.08
H: 4.77 -2.74 1.07  0.13
H: 7.92 -3.65 4.66  0.09
H: -4.16 0.46 -4.41  0.06
N: -3.04 2.58 -5.66  0.03
H: 5.09 -2.73 6.40  0.13
O: -5.27 5.73 -5.98  0.19
O: 5.96 -4.03 5.02  -0.20
O: 2.27 0.37 0.75  -0.12
H: 0.84 1.80 1.24  0.11
H: 1.50 1.13 -1.70  0.13
H: 3.37 -4.25 4.38  0.12
H: -6.19 2.30 -2.01  0.06
C: 0.82 0.40 -1.26  -0.19
C: 3.39 -5.25 1.68  -0.11
C: 7.19 -3.49 5.45  -0.11
H: 3.10 -2.84 1.66  0.11
H: -0.85 -1.70 3.75  0.09
H: 0.48 -2.27 2.70  0.08
H: -7.44 3.51 -3.47  0.08
C: -3.89 0.80 -3.41  -0.39
H: 0.49 -0.29 -2.05  0.12
H: -3.54 5.20 -3.82  0.13
O: 3.64 -2.19 4.21  -0.13
C: 3.62 -3.38 4.99  -0.18
C: -0.56 2.32 -1.27  -0.13
H: 1.52 -0.44 3.20  0.12
C: 4.86 -3.64 5.82  -0.20
H: 2.79 -3.24 5.69  0.13
H: -3.96 -0.51 -1.68  0.08
H: -5.19 -0.84 -2.89  0.08
C: -4.65 -0.05 -2.37  -0.11
C: -3.42 4.77 -4.82  -0.07
H: -2.36 4.74 -5.03  0.14
N: -3.97 3.39 -4.88  -0.24
H: -2.82 0.58 -3.32  0.07
H: -6.10 4.48 -4.09  0.02
H: -5.28 3.71 -1.50  0.07
C: -4.10 5.62 -5.87  -0.45
H: -5.39 0.49 -1.78  0.05
F: -3.27 6.21 -6.71  0.17
H: -6.87 4.88 -2.57  0.08
H: 0.45 0.93 3.56  0.13
H: 7.12 -2.41 5.64  0.09
C: 4.15 -3.01 1.93  -0.20
H: 4.46 -1.09 2.75  0.12
C: 0.81 0.27 2.76  -0.19
C: 1.52 1.11 1.72  -0.17
H: 0.90 -1.13 0.28  0.12
H: 0.35 2.93 -1.28  0.09
H: -0.97 2.24 -2.29  0.05

Density functional theory data (ωB97M-V with the def2-TZVPD basis set) for 2 unconnected molecules or ions with the total composition C3H5I3Si.

SMILES: I[SiH](I)I.C#CC
Calculated total energy: -35372.62608 eV

Each line ends with the natural charge from an NBO analysis.
Cartesian coordinates (Å):
I: 3.63 2.42 0.17  -0.15
H: -0.31 -1.19 1.88  0.24
H: -3.44 -0.46 -0.81  0.24
C: -1.01 -0.78 1.21  -0.28
H: 1.28 0.21 -0.01  -0.15
I: 3.57 -1.33 1.67  -0.16
C: -2.68 0.28 -0.54  -0.69
Si: 2.71 0.15 -0.10  0.61
H: -3.17 1.14 -0.09  0.24
C: -1.75 -0.30 0.39  0.02
I: 3.34 -0.73 -2.31  -0.15
H: -2.16 0.60 -1.45  0.24

Density functional theory data (ωB97M-V with the def2-TZVPD basis set) for 5 unconnected molecules or ions with the total composition C16H36NO8S4 in a non-equilibrium geometry.

Calculated total energy: -78371.65411 eV
Total charge: +1

Each line ends with the natural charge from an NBO analysis.
Cartesian coordinates (Å):
C: 4.07 3.95 1.58  -0.35
H: -2.56 -2.30 -2.06  0.24
H: 3.08 2.50 2.99  0.28
O: 3.77 0.55 0.29  -0.96
H: 0.93 -2.03 -5.10  0.26
H: 2.42 3.37 -0.53  0.22
C: -4.49 -3.51 -0.83  -0.41
C: -2.19 -0.49 4.37  -0.44
O: -1.94 -2.27 1.41  -0.93
O: -2.23 3.13 4.05  -0.94
H: -1.99 1.63 -0.89  0.47
O: -1.55 1.94 1.95  -0.99
H: -0.79 2.12 -1.97  0.43
H: 2.85 -2.77 -4.91  0.20
S: -2.68 -1.85 0.28  2.17
H: 3.45 -0.84 -1.63  0.32
O: -2.83 -0.38 -0.02  -0.99
H: 4.19 4.72 -0.22  0.20
H: -2.17 -1.25 3.41  0.25
C: 1.61 -1.25 -4.78  -0.68
C: -1.29 0.66 4.17  -0.76
H: 4.61 2.13 2.56  0.28
H: -1.96 -1.14 5.33  0.25
C: -3.11 -3.97 -1.07  -0.38
H: 3.36 -1.40 -5.95  0.24
O: 0.56 -1.55 -2.50  -1.00
C: -4.36 -2.54 0.40  -0.66
N: -0.93 1.68 -1.02  -0.77
O: 1.66 0.64 -2.86  -0.97
S: -2.07 1.92 3.29  2.23
H: -1.17 -3.16 -1.22  0.30
H: 3.06 4.37 1.60  0.20
H: -5.08 -1.81 0.29  0.25
C: -2.19 -2.76 -1.09  -0.74
O: 1.63 1.48 0.76  -0.99
H: -0.54 0.93 -1.03  0.41
H: -4.98 -3.18 -1.79  0.21
C: 3.70 2.50 2.05  -0.78
S: 3.09 1.70 0.70  2.22
C: 3.84 -1.38 -3.96  -0.40
H: -3.58 0.68 2.30  0.25
H: -4.39 -0.57 3.95  0.22
C: -3.65 1.27 3.30  -0.76
H: 5.34 3.46 -0.08  0.21
H: 2.62 -2.59 -2.48  0.26
H: 4.13 -0.26 -4.16  0.21
H: 4.68 -2.01 -4.07  0.23
S: 1.57 -0.76 -3.07  2.22
H: -4.99 -4.24 -0.38  0.22
H: 1.49 -0.13 -5.30  0.24
H: -4.47 -3.11 1.40  0.26
C: 4.37 3.90 0.09  -0.37
C: 3.08 -1.54 -2.61  -0.72
C: 2.97 -1.76 -5.04  -0.42
H: -4.57 1.89 3.60  0.29
H: -0.84 1.08 5.09  0.27
H: -0.23 0.50 3.79  0.28
H: -3.14 -4.58 -2.02  0.25
H: -2.90 -4.41 0.09  0.20
C: -3.63 0.10 4.35  -0.38
C: 3.40 2.96 -0.52  -0.65
H: 3.80 2.61 -1.45  0.26
H: 4.72 4.41 2.16  0.22
H: -3.96 0.56 5.48  0.21
H: -0.61 2.44 -0.48  0.46

Density functional theory data (ωB97M-V with the def2-TZVPD basis set) for 6 unconnected molecules or ions with the total composition C16H33O21S2 in a non-equilibrium geometry.

Calculated total energy: -81794.76328 eV
Total charge: -1

Each line ends with the Löwdin charge.
Cartesian coordinates (Å):
O: 2.26 -3.06 5.63  -0.38
C: 9.59 -5.36 3.04  -0.05
H: 8.84 -5.95 2.52  0.09
H: -0.82 1.16 -0.90  0.09
O: -8.03 6.45 -3.79  0.12
H: -0.51 7.05 -2.54  0.09
H: 13.88 -5.64 5.32  0.09
H: 5.45 -4.58 5.50  0.10
H: -9.40 0.09 -3.07  0.09
H: 13.61 -7.00 6.42  0.09
H: -7.85 4.24 -2.32  0.10
O: 3.69 -2.65 3.57  -0.29
O: 3.06 -5.17 4.38  -0.44
O: 6.52 -2.48 5.04  -0.40
O: 1.27 -3.59 3.46  -0.38
H: -6.58 3.14 -2.88  0.07
C: -1.56 -2.40 2.33  -0.03
O: -8.17 5.62 -5.90  0.00
H: -9.67 7.06 -5.80  0.10
H: -9.20 1.37 -1.87  0.10
H: -8.09 1.25 -3.27  0.09
O: -6.69 1.62 -1.03  0.11
C: 1.11 1.90 -3.58  -0.04
O: -0.70 -1.32 0.06  0.14
H: 5.42 -2.71 2.43  0.14
O: -0.03 5.07 -2.72  0.00
O: -6.17 -0.51 -0.43  0.02
H: -4.61 -0.83 0.85  0.09
C: -6.98 4.15 -2.97  -0.04
H: -2.08 -2.65 3.25  0.10
C: -8.67 0.69 -2.53  -0.04
H: 10.19 -4.83 2.30  0.10
H: -0.42 6.47 -4.21  0.10
C: 0.04 6.40 -3.22  -0.05
S: 6.03 -3.79 4.51  0.81
O: -7.35 4.36 -4.34  0.00
O: 0.47 2.97 -2.89  -0.01
H: -4.39 0.54 -0.24  0.08
O: -7.83 -0.19 -1.79  0.00
H: -1.93 0.10 -1.82  0.10
H: -0.52 -2.19 2.58  0.08
S: 2.53 -3.64 4.27  0.58
C: -1.85 0.82 -1.01  -0.05
H: -8.02 7.68 -6.15  0.10
H: 4.57 -4.32 2.51  0.12
H: 1.08 6.75 -3.26  0.10
H: -2.47 1.69 -1.25  0.10
C: -5.11 0.01 0.37  -0.02
O: -2.33 0.26 0.21  -0.06
O: 12.06 -6.63 5.15  -0.01
C: -1.64 -0.82 0.62  -0.60
C: -8.73 6.87 -6.32  -0.05
H: 0.69 1.78 -4.58  0.10
O: -2.19 -1.25 1.77  -0.01
H: 2.19 2.06 -3.63  0.10
C: 4.83 -3.40 3.13  -0.31
C: -7.87 5.57 -4.60  -0.61
C: 11.38 -5.68 4.49  -0.61
H: 12.77 -5.47 6.72  0.10
O: 10.40 -6.27 3.80  0.01
O: 7.15 -4.56 3.84  -0.44
H: 0.92 0.98 -3.02  0.09
H: -8.93 6.80 -7.39  0.09
O: 1.22 4.39 -4.48  0.12
H: -5.50 0.67 1.15  0.11
C: -6.88 0.43 -1.08  -0.60
H: -6.21 4.86 -2.68  0.10
H: 9.08 -4.67 3.70  0.06
C: 13.14 -6.14 5.94  -0.06
C: 0.61 4.17 -3.47  -0.61
H: -1.63 -3.25 1.65  0.10
O: 11.61 -4.49 4.54  0.12

Density functional theory data (ωB97M-V with the def2-TZVPD basis set) for a molecular structure, C25H36NO2Ru in a non-equilibrium geometry.

Multiplicity: 6
Calculated total energy: -34665.90830 eV

Each line ends with the natural charge from an NBO analysis.
Cartesian coordinates (Å):
H: 2.90 3.28 -2.38  0.21
C: 2.04 -2.76 -1.02  -0.36
H: 3.70 4.42 -1.29  0.21
C: 1.78 3.65 -0.59  0.27
C: 0.83 4.63 -1.36  -0.47
C: 2.60 -1.49 -1.39  -0.29
H: -2.64 1.66 -2.72  0.21
C: 0.89 -0.82 2.32  -0.32
C: 2.98 -1.13 1.34  -0.35
C: -3.03 1.07 -1.87  -0.43
N: -1.03 -2.86 1.03  -0.56
H: 2.56 -3.58 -0.56  0.24
H: -4.29 2.83 -1.45  0.18
H: -0.05 -1.03 2.84  0.24
C: 2.02 -1.69 2.25  -0.31
H: 0.63 1.32 1.63  0.25
H: -2.32 -0.63 1.19  0.24
H: 1.40 -4.08 1.41  0.26
C: 0.38 -1.54 -2.11  -0.27
C: -2.37 -2.69 1.27  0.30
H: -2.01 -0.51 -0.75  0.23
H: 2.25 4.94 1.11  0.21
C: -2.92 -3.83 1.91  -0.27
H: 0.70 -5.66 1.70  0.22
C: -3.06 -1.43 0.99  -0.68
C: 3.11 3.49 -1.32  -0.62
C: -1.81 -4.64 2.26  -0.28
H: 2.42 3.22 1.47  0.23
C: 1.54 -0.69 -1.98  -0.37
H: -0.05 -3.58 -1.27  0.23
H: -0.97 3.47 -0.93  0.19
H: -1.73 -5.47 2.96  0.23
H: 3.74 2.70 -0.88  0.21
H: -0.90 0.75 -1.40  0.25
H: 0.54 -4.91 0.12  0.25
C: 0.65 -2.76 -1.45  -0.30
C: 1.22 0.40 1.64  -0.32
H: 1.67 0.31 -2.39  0.25
C: 0.55 -4.72 1.19  -0.68
H: -1.24 2.20 0.44  0.19
H: 3.66 -1.20 -1.32  0.24
H: 1.17 5.02 -2.32  0.21
H: -3.47 -1.31 -0.04  0.24
H: -3.59 0.23 -2.31  0.21
H: -1.97 0.85 1.30  0.18
C: 2.50 0.20 0.99  -0.29
H: 2.14 -2.62 2.80  0.23
H: 0.80 3.98 1.28  0.21
H: 3.94 -1.57 1.07  0.24
C: -0.03 3.39 -1.49  -0.07
C: -2.05 1.43 0.35  -0.08
O: -3.33 2.17 0.31  -0.54
Ru: 1.28 -1.15 0.10  0.78
H: -3.99 -4.01 2.01  0.22
H: -4.80 1.21 -0.79  0.16
C: 1.83 3.95 0.89  -0.63
C: -0.69 -4.07 1.55  0.32
H: 3.03 0.96 0.45  0.23
H: -0.55 -1.31 -2.61  0.22
H: -0.20 3.03 -2.51  0.19
H: 0.40 5.41 -0.72  0.21
C: -1.89 0.58 -0.94  -0.47
H: -3.90 -1.33 1.71  0.23
C: -3.96 1.89 -0.95  -0.07
O: 0.94 2.47 -0.78  -0.57

Density functional theory data (ωB97M-V with the def2-TZVPD basis set) for a single C3H2O2S molecule in a non-equilibrium geometry.

SMILES: O=CC(=S)C=O
Calculated total energy: -18069.20699 eV

Each line ends with the natural charge from an NBO analysis.
Cartesian coordinates (Å):
O: -1.45 0.38 -1.37  -0.51
C: -0.05 0.10 0.31  -0.24
C: -0.93 -0.64 -0.81  0.35
S: 0.08 -0.74 1.73  0.11
O: 1.40 0.59 -1.40  -0.48
H: 0.96 2.17 0.35  0.21
C: 0.88 1.17 -0.30  0.35
H: -1.17 -1.76 -1.03  0.20